Computed, not measured: C3H6O2 as an isolated structure at a distorted geometry, with ωB97M-V/def2-TZVPD.

Each line ends with the Löwdin charge.
Atoms and positions in Å:
C: 1.340 -0.492 -0.735  -0.018
C: 0.284 0.109 0.146  -0.464
O: 0.520 0.976 1.105  -0.024
C: -1.022 -0.213 0.003  -0.112
O: -1.806 0.556 0.988  -0.026
H: 1.939 0.278 -1.231  0.086
H: 0.868 -1.111 -1.509  0.084
H: 2.017 -1.119 -0.148  0.085
H: -1.498 -1.119 -0.303  0.106
H: -1.970 1.122 0.211  0.119
H: -0.673 1.013 1.472  0.164

E ... -7300.8692 eV
E_LUMO ... 0.80 eV
Net charge ... 0
Max |F| ... 0.048 hartree/bohr
ΔE to the lowest compared entry with this formula, charge and spin ... 64.8 kcal/mol
Highest occupied orbital energy ... -8.51 eV
Orbital gap ... 9.307 eV

Computed, not measured: one molecule with the formula C3H6O2, with ωB97M-V/def2-TZVPD.

Each line ends with the Löwdin charge.
Atoms and positions in Å:
C: -1.530 -0.114 0.002  -0.009
C: -0.150 0.407 0.254  -0.414
O: 0.096 1.139 1.195  0.074
C: 1.042 -0.111 -0.552  -0.204
O: 1.982 -0.509 0.414  -0.057
H: -2.206 0.311 0.746  0.087
H: -1.501 -1.207 0.113  0.097
H: -1.876 0.103 -1.013  0.091
H: 1.436 0.693 -1.197  0.129
H: 0.780 -0.958 -1.199  0.123
H: 1.849 0.155 1.118  0.084

E ... -7302.7354 eV
E_LUMO ... 0.90 eV
Net charge ... 0
Max |F| ... 0.010 hartree/bohr
ΔE to the lowest compared entry with this formula, charge and spin ... 21.7 kcal/mol
Highest occupied orbital energy ... -10.02 eV
Orbital gap ... 10.920 eV

> Among the records above, which one has the lowest E_LUMO?

number 1

Please write out number 2 again, unchanged.
Computed, not measured: one molecule with the formula C3H6O2, with ωB97M-V/def2-TZVPD.

Each line ends with the Löwdin charge.
Atoms and positions in Å:
C: -1.530 -0.114 0.002  -0.009
C: -0.150 0.407 0.254  -0.414
O: 0.096 1.139 1.195  0.074
C: 1.042 -0.111 -0.552  -0.204
O: 1.982 -0.509 0.414  -0.057
H: -2.206 0.311 0.746  0.087
H: -1.501 -1.207 0.113  0.097
H: -1.876 0.103 -1.013  0.091
H: 1.436 0.693 -1.197  0.129
H: 0.780 -0.958 -1.199  0.123
H: 1.849 0.155 1.118  0.084

E ... -7302.7354 eV
E_LUMO ... 0.90 eV
Net charge ... 0
Max |F| ... 0.010 hartree/bohr
ΔE to the lowest compared entry with this formula, charge and spin ... 21.7 kcal/mol
Highest occupied orbital energy ... -10.02 eV
Orbital gap ... 10.920 eV

> The lowest E_LUMO belongs to which entry?

number 1

Copy entry 2 word for word.
Computed, not measured: one molecule with the formula C3H6O2, with ωB97M-V/def2-TZVPD.

Each line ends with the Löwdin charge.
Atoms and positions in Å:
C: -1.530 -0.114 0.002  -0.009
C: -0.150 0.407 0.254  -0.414
O: 0.096 1.139 1.195  0.074
C: 1.042 -0.111 -0.552  -0.204
O: 1.982 -0.509 0.414  -0.057
H: -2.206 0.311 0.746  0.087
H: -1.501 -1.207 0.113  0.097
H: -1.876 0.103 -1.013  0.091
H: 1.436 0.693 -1.197  0.129
H: 0.780 -0.958 -1.199  0.123
H: 1.849 0.155 1.118  0.084

E ... -7302.7354 eV
E_LUMO ... 0.90 eV
Net charge ... 0
Max |F| ... 0.010 hartree/bohr
ΔE to the lowest compared entry with this formula, charge and spin ... 21.7 kcal/mol
Highest occupied orbital energy ... -10.02 eV
Orbital gap ... 10.920 eV